9
Properties=species:S:1:pos:R:3:forces:R:3 method="wB97M-V/def2-TZVPD" homo_energy_ha=-0.1578 e_tot_ev=-21802.45690 de_lowest_kcal_mol=9.6 lumo_ev=3.908 homo_lumo_gap_ev=8.202 total_charge=-1
C 0.198307 -0.723922 0.186430 1.66 -0.90 0.51
C 1.319479 -1.063963 0.946545 -3.25 1.99 -3.04
O -1.477719 1.386704 -2.305331 -0.26 0.06 -0.20
O 0.055758 0.145245 -0.733741 0.20 -0.63 0.38
O -0.827491 2.544860 -0.257974 -0.38 -0.47 -0.11
F -0.907303 -1.592663 0.348771 0.58 0.73 -0.13
S -1.461168 1.368220 -0.856865 0.26 0.75 0.20
H 1.048157 -1.745450 1.645921 0.09 -2.09 2.22
H 2.051979 -0.319032 1.026244 1.09 0.56 0.18

7
Properties=species:S:1:pos:R:3:forces:R:3 method="wB97M-V/def2-TZVPD" homo_energy_ha="-0.3766 / -0.3506" e_tot_ev=-16154.48521 de_lowest_kcal_mol=108.3 lumo_ev="-1.503 / -1.374" homo_lumo_gap_ev="8.746 / 8.167"
C -0.268922 0.001333 -0.037716 -1.71 -2.73 0.32
C 0.821032 0.941755 -0.179817 -0.52 -1.31 0.61
O 1.942761 0.642106 -0.346554 1.26 0.08 -0.52
F 0.432168 2.170561 0.026075 -0.39 1.83 0.05
P -1.894019 -0.365388 -0.379760 2.25 0.78 0.18
H 0.731601 -1.667749 0.928373 -0.72 1.36 -0.80
H -1.764621 -1.722618 -0.010600 -0.18 -0.01 0.17

8
Properties=species:S:1:pos:R:3:forces:R:3 method="wB97M-V/def2-TZVPD" homo_energy_ha="-0.4425 / -0.4806" e_tot_ev=-15809.42103 de_lowest_kcal_mol=39.0 spin_multiplicity=2 lumo_ev="-6.323 / -6.912" homo_lumo_gap_ev="5.717 / 6.165" total_charge=+1
C -0.479154 0.225411 1.513106 3.24 7.92 2.95
C -0.814884 -0.218707 0.238805 2.13 -0.86 -5.87
O -0.182428 0.169616 -0.812346 -3.40 -0.53 3.02
O 0.479985 1.235078 1.663281 -5.67 -6.79 -0.39
H -1.422230 0.026377 2.119667 1.91 0.42 0.94
Mg 2.230649 0.536461 -3.889044 -0.03 -0.29 0.54
Hg 1.742221 -0.935032 -1.004642 1.84 -0.38 -0.99
H -1.554158 -1.039204 0.171173 -0.02 0.52 -0.20

8
Properties=species:S:1:pos:R:3:forces:R:3 method="wB97M-V/def2-TZVPD" homo_energy_ha="-0.3338 / -0.3176" e_tot_ev=-39973.48875 de_lowest_kcal_mol=80.8 lumo_ev="-1.499 / -2.110" homo_lumo_gap_ev="7.584 / 6.533"
C -1.259687 0.270750 -0.229326 -0.80 -0.17 -2.43
C -0.594423 0.033828 0.835494 -0.14 0.31 2.17
S -0.369928 -1.589150 -2.293794 -0.05 -1.16 -0.01
S -0.887684 1.029078 2.342536 0.63 0.21 -0.40
I -2.626469 1.446251 -1.257324 0.97 -0.69 0.88
I 0.626465 -1.607907 1.272057 0.08 -0.05 -0.39
H -0.257415 -3.005840 -2.247965 -0.17 1.68 0.24
H -2.177769 0.762051 2.446242 -0.52 -0.13 -0.06

8
Properties=species:S:1:pos:R:3:forces:R:3 method="wB97M-V/def2-TZVPD" homo_energy_ha="-0.3310 / -0.3309" e_tot_ev=-39973.92032 de_lowest_kcal_mol=70.8 lumo_ev="-2.194 / -2.195" homo_lumo_gap_ev="6.813 / 6.810"
C 0.953272 -0.020134 -0.617016 -0.54 -2.15 0.35
C -0.030300 0.842311 -0.543234 -0.06 0.27 -0.64
S 0.135110 -2.585910 -0.633233 1.58 1.80 -0.21
S 0.226567 2.644681 -0.327481 -0.75 -1.73 0.63
I 2.994440 0.138189 -0.480091 -0.65 -0.23 -0.07
I -2.010383 0.148971 -0.766526 0.15 0.64 0.10
H -1.139050 -2.684317 -0.239347 -0.06 0.46 0.09
H -0.527807 2.413388 0.786182 0.33 0.94 -0.24

8
Properties=species:S:1:pos:R:3:forces:R:3 method="wB97M-V/def2-TZVPD" homo_energy_ha=-0.3268 e_tot_ev=-14674.08547 de_lowest_kcal_mol=61.0 lumo_ev=0.386 homo_lumo_gap_ev=9.280
C -0.240929 -0.715052 -0.099083 -0.33 3.85 0.54
C 0.573984 0.339351 -0.089320 0.72 0.55 -1.01
N -1.636110 -0.376516 -0.043102 -0.38 -2.93 -0.54
N -1.834915 1.926849 0.062985 -0.88 0.20 -0.27
N -1.834877 0.807961 -0.042784 0.27 1.52 0.60
I 2.646382 0.169898 0.027074 -0.23 0.00 -0.04
H 0.101168 -1.683165 0.015612 -0.11 -1.94 0.13
H 0.194806 1.370445 -0.330750 0.94 -1.25 0.60

8
Properties=species:S:1:pos:R:3:forces:R:3 method="wB97M-V/def2-TZVPD" homo_energy_ha=-0.3336 e_tot_ev=-14673.05268 de_lowest_kcal_mol=84.8 lumo_ev=-1.079 homo_lumo_gap_ev=7.998
C 0.332600 0.719489 -0.329259 -0.84 -1.22 0.13
C 0.638686 -0.524565 0.031391 -1.18 -1.65 0.42
N -0.948460 1.272867 -0.128123 0.45 3.19 -1.35
N -1.622009 -0.613612 0.832679 -2.45 0.44 0.70
N -1.683285 0.466485 0.415081 1.29 -3.38 0.96
I 2.532560 -1.320740 -0.321585 -0.32 0.01 0.11
H 0.953629 1.326880 -0.933911 0.63 0.65 -0.06
H -0.203722 -1.326804 0.433726 2.41 1.96 -0.90

9
Properties=species:S:1:pos:R:3:forces:R:3 method="wB97M-V/def2-TZVPD" homo_energy_ha=-0.5453 e_tot_ev=-16157.23772 de_lowest_kcal_mol=0.0 lumo_ev=-5.394 homo_lumo_gap_ev=9.444 total_charge=+1
C 1.447145 0.564528 0.404739 -3.80 1.39 0.02
C -1.866639 0.675892 -0.277840 -2.34 1.42 -0.92
N 0.291597 0.788355 0.355046 3.91 -1.14 -0.72
N 1.097736 -1.928117 -0.275369 0.05 -2.40 0.52
N 1.161711 -2.969637 0.080157 -0.13 1.81 -0.65
N -0.976399 0.914518 0.544076 -0.07 0.78 3.87
I 3.381579 0.478176 0.590857 0.55 -0.04 0.03
H -2.948857 0.946702 -0.180004 1.13 -0.60 0.99
H -1.587873 0.529585 -1.241664 0.68 -1.21 -3.13